Formula: C3H4O2S
Source: OMol25
Level of theory: wB97M-V/def2-TZVPD

```
10
C3H4O2S, DFT wB97M-V/def2-TZVPD
C -0.34 0.67 0.86
C 0.91 0.85 1.09
C -0.91 0.10 -0.34
O 1.19 -0.68 -2.12
O 0.70 -2.43 -0.44
S 0.81 -1.04 -0.81
H -1.23 1.09 1.55
H 1.54 1.40 1.80
H -1.83 -0.50 -0.28
H -0.84 0.55 -1.30
```

For the LUMO energy (alpha / beta), the calculation gives -1.67 / -1.06 eV. The HOMO-LUMO gap (alpha / beta) is 7.95 / 8.01 eV.

Charge distribution, Löwdin scheme, values in e: -0.3574 0.0957 -0.1680 -0.3688 -0.3657 0.7935 0.1654 0.0504 0.0964 0.0586

=====

Formula: C9H7N2O5Pd
Source: OMol25
Level of theory: wB97M-V/def2-TZVPD

```
24
C9H7N2O5Pd, DFT wB97M-V/def2-TZVPD
O 0.20 3.32 -4.41
C -0.05 3.10 -3.32
Pd 0.16 0.72 -1.44
O 0.20 3.20 0.59
C 0.15 2.45 -0.29
C -0.01 -1.10 -2.53
O -0.22 -2.18 -2.86
C 2.16 1.04 -1.66
O 3.30 0.86 -1.62
C -1.86 0.95 -1.52
O -2.94 0.57 -1.61
H 0.14 0.61 -2.98
C -0.92 -1.20 3.44
N -0.26 -1.06 2.15
C 0.73 -1.90 1.66
C 1.08 -1.44 0.43
N 0.28 -0.35 0.24
C -0.51 -0.10 1.25
H -1.45 -2.16 3.49
H -0.18 -1.15 4.25
H -1.63 -0.38 3.55
H 1.13 -2.74 2.16
H 1.80 -1.78 -0.33
H -1.27 0.70 1.38
```

For the LUMO energy (alpha / beta), the calculation gives -11.67 / -16.48 eV. Its expectation value of S² is 6.03. The HOMO-LUMO gap (alpha / beta) is 7.52 / 6.96 eV. Its spin multiplicity is 5. As for the net charge: +3.

Charge distribution, Löwdin scheme, values in e: 0.1702 0.0831 0.7268 0.2496 -0.0741 -0.0596 0.2553 -0.0423 0.2500 -0.0725 0.2466 0.0307 0.0711 -0.0196 0.1892 0.0971 -0.0754 0.0143 0.1374 0.1365 0.1247 0.1844 0.1776 0.1989

=====

Formula: C3H10N4O
Source: OMol25
Level of theory: wB97M-V/def2-TZVPD

```
18
C3H10N4O, DFT wB97M-V/def2-TZVPD
C -0.39 -0.23 2.07
N -0.64 0.32 0.75
C -0.20 2.10 -0.66
N -0.07 1.62 0.50
H -1.60 0.20 0.43
H -0.48 -1.32 2.03
H -1.10 0.17 2.80
H 0.62 0.05 2.36
H -0.64 1.30 -1.50
H 0.33 3.02 -0.83
C 0.17 -1.16 -0.65
N -0.25 -0.43 -1.83
N 1.52 -0.97 -0.39
O -0.42 -2.17 -0.30
H 1.87 -0.02 -0.44
H 1.84 -1.46 0.43
H 0.49 -0.19 -2.47
H -1.05 -0.83 -2.28
```

For the LUMO energy, the calculation gives 0.91 eV. The HOMO-LUMO gap is 9.46 eV. As for the SMILES: NC(N)=O.C=NNC.

Charge distribution, Löwdin scheme, values in e: -0.1026 -0.1777 -0.0932 -0.0384 0.1351 0.0761 0.0763 0.0757 0.1016 0.0488 -0.6888 0.0625 0.1420 0.0090 0.0813 0.0963 0.0942 0.1018

=====

Formula: C5H19NO6
Source: OMol25
Level of theory: wB97M-V/def2-TZVPD

```
31
C5H19NO6, DFT wB97M-V/def2-TZVPD
C -1.07 1.36 -2.00
N -0.18 0.27 -1.59
C 0.98 0.63 -0.66
C 1.93 1.63 -1.41
C 2.74 0.94 -2.46
O 2.61 1.06 -3.65
C 0.53 1.21 0.63
O 1.44 1.23 1.67
H -1.21 1.94 -0.93
H -2.03 0.78 -2.06
H -0.84 1.97 -2.91
H 0.12 -0.22 -2.43
H 1.47 -0.47 -0.55
H 2.46 2.07 -0.59
H 1.46 2.55 -1.90
H 3.48 0.10 -2.04
H -0.45 0.82 0.95
H 0.31 2.39 0.35
H 1.37 0.45 2.24
H -1.58 -2.51 -1.01
H -1.48 -1.01 -0.56
O -2.06 -1.81 -0.54
H 1.57 -2.13 2.39
H 1.33 -1.50 1.12
O 1.89 -1.36 1.88
H -2.45 -1.26 1.93
H -3.97 -0.82 1.69
O -3.43 -1.37 2.21
H -1.66 -2.92 2.94
H -2.06 -1.73 3.73
O -1.23 -2.28 3.57
```

For the LUMO energy, the calculation gives 0.16 eV. The HOMO-LUMO gap is 9.75 eV. As for the SMILES: CN[C@H](CO)CC=O.O.O.O.O.

Charge distribution, Löwdin scheme, values in e: -0.1234 -0.1343 -0.3191 -0.1306 -0.2898 0.0485 -0.3055 -0.0545 0.1236 0.0770 0.0862 0.1083 0.1734 0.1029 0.1472 0.1542 0.1227 0.1669 0.0701 0.0438 0.0008 -0.0930 0.0732 0.0170 -0.0437 0.0585 0.0111 -0.0810 0.0536 0.0471 -0.1113

=====

Formula: CCl4NOP
Source: OMol25
Level of theory: wB97M-V/def2-TZVPD

```
8
CCl4NOP, DFT wB97M-V/def2-TZVPD
C 0.76 0.92 0.16
N -0.42 0.59 0.07
O 1.82 -1.56 0.47
P -1.55 -0.63 0.39
Cl 1.29 2.54 0.01
Cl 2.20 -0.09 0.40
Cl -1.03 -2.03 -0.94
Cl -3.08 0.26 -0.55
```

For the LUMO energy, the calculation gives -0.38 eV. The HOMO-LUMO gap is 9.39 eV.

Charge distribution, Löwdin scheme, values in e: -1.1055 -0.3126 -0.6837 0.0893 0.6779 0.9519 0.2033 0.1794

=====

Formula: C18H29N3O3S
Source: OMol25
Level of theory: wB97M-V/def2-TZVPD

```
54
C18H29N3O3S, DFT wB97M-V/def2-TZVPD
C 2.34 -1.49 -0.78
C 1.14 -2.19 -1.42
C 1.35 -2.46 -2.92
N 1.40 -1.28 -3.74
S 0.02 -0.69 -4.44
O -0.75 -1.82 -4.87
O 0.44 0.30 -5.38
C -0.92 0.16 -3.16
C -0.70 1.51 -2.96
C -1.48 2.19 -2.04
C -2.46 1.53 -1.31
C -2.64 0.16 -1.51
C -1.88 -0.52 -2.44
H -2.04 -1.57 -2.64
H -3.40 -0.36 -0.94
C -3.31 2.27 -0.32
H -3.51 3.28 -0.68
H -4.26 1.75 -0.19
C -2.64 2.37 1.07
C -2.37 0.97 1.59
O -3.26 0.34 2.14
N -1.16 0.41 1.38
C 0.03 1.02 0.83
H -0.16 2.03 0.48
C 1.14 1.03 1.88
N 1.41 -0.33 2.30
C 0.22 -0.91 2.90
C -0.90 -0.93 1.86
H -1.82 -1.31 2.29
H -0.60 -1.56 1.01
H 0.45 -1.93 3.22
H -0.13 -0.33 3.78
C 2.62 -0.50 3.07
C 2.67 0.19 4.44
H 1.88 -0.18 5.09
H 2.57 1.27 4.33
H 3.62 -0.02 4.92
H 2.76 -1.58 3.21
H 3.45 -0.13 2.46
H 2.05 1.45 1.45
H 0.82 1.67 2.72
H 0.36 0.42 -0.03
H -1.74 2.98 1.02
H -3.34 2.83 1.76
H -1.33 3.26 -1.90
H 0.04 2.01 -3.56
H 2.06 -0.57 -3.47
H 2.28 -3.02 -3.06
H 0.53 -3.05 -3.32
H 0.98 -3.15 -0.93
H 0.24 -1.58 -1.30
H 3.23 -2.10 -0.90
H 2.52 -0.53 -1.25
H 2.16 -1.33 0.28
```

For the LUMO energy, the calculation gives 0.48 eV. The HOMO-LUMO gap is 9.30 eV. As for the SMILES: CCCNS(=O)(=O)c1ccc(CCC(=O)N2CCN(CC)CC2)cc1.

Charge distribution, Löwdin scheme, values in e: -0.1006 -0.2408 -0.2453 -0.1306 0.6396 -0.2830 -0.2895 -0.2763 -0.0512 -0.0300 -0.2296 -0.0116 -0.0567 0.1189 0.1262 -0.1273 0.1197 0.1235 -0.0824 -0.4710 0.0509 -0.0378 -0.1232 0.1083 -0.1612 -0.2057 -0.1586 -0.1075 0.1231 0.1210 0.1284 0.1281 -0.2539 -0.0813 0.0663 0.0655 0.0715 0.1146 0.1130 0.1281 0.1268 0.1121 0.1029 0.1243 0.1211 0.1131 0.1040 0.1221 0.1091 0.1130 0.0704 0.0764 0.0676 0.0454

=====

Formula: C8H12N5O2
Source: OMol25
Level of theory: wB97M-V/def2-TZVPD

```
27
C8H12N5O2, DFT wB97M-V/def2-TZVPD
C -2.15 0.22 -2.98
C -2.49 -0.77 -2.07
C -1.52 -0.59 -1.04
C 0.89 2.20 -1.25
C -2.00 -2.11 0.86
C 0.44 1.01 -0.86
C 2.08 2.85 -0.75
C -1.41 -2.57 2.21
N -1.14 0.96 -2.58
N -1.27 -1.30 0.14
N -0.82 0.53 -1.40
N -3.60 -1.61 -2.17
N 1.03 -0.10 0.13
O -4.27 -1.60 -3.17
O -3.82 -2.37 -1.24
H -2.65 0.56 -3.88
H 0.36 2.72 -2.01
H -2.96 -2.44 0.52
H 2.03 3.08 0.31
H 2.93 2.28 -0.85
H 2.22 3.88 -1.15
H -2.30 -2.52 2.77
H -0.90 -3.48 1.93
H -0.83 -1.83 2.74
H 1.67 0.44 0.73
H -0.36 -0.88 0.51
H 1.78 -0.61 -0.46
```

For the LUMO energy, the calculation gives -4.86 eV. The HOMO-LUMO gap is 8.22 eV. As for the SMILES: C/C=[NH+]/c1c([N+](=O)[O-])cnn1/C(N)=C/C. As for the net charge: +1.

Charge distribution, Löwdin scheme, values in e: -0.0126 -0.0566 -0.0862 -0.0782 0.0366 -0.1483 -0.0802 0.0186 0.1149 0.1512 -0.0482 -0.3552 0.0736 0.1514 0.0683 0.1392 0.1136 0.1154 0.0940 0.0586 0.1109 0.0769 0.1095 0.0842 0.0915 0.1019 0.1552

=====

Formula: C5H7ClFN
Source: OMol25
Level of theory: wB97M-V/def2-TZVPD

```
15
C5H7ClFN, DFT wB97M-V/def2-TZVPD
C 0.70 -0.34 0.68
C -0.19 -1.57 0.08
C -1.33 -0.79 -0.63
C -1.59 0.27 0.46
C -0.30 1.00 0.59
H 1.03 -0.46 1.67
H -0.41 -2.23 0.89
H 0.42 -2.20 -0.53
H -0.88 -0.32 -1.47
H -3.31 -0.71 -0.12
H -1.47 -0.31 1.50
H -0.18 1.57 1.54
N -2.62 -0.04 -0.38
F 0.11 1.87 -0.42
Cl 2.26 -0.19 -0.24
```

For the LUMO energy, the calculation gives 0.71 eV. The HOMO-LUMO gap is 9.95 eV. As for the SMILES: F[C@H]1[C@H]2N[C@@H]2C[C@H]1Cl.

Charge distribution, Löwdin scheme, values in e: -0.5393 -0.1530 -0.1797 -0.2900 -0.2632 0.0597 0.0884 0.0782 0.1095 0.1006 0.1813 0.1426 0.1159 -0.0304 0.5795

=====

Formula: C5H10N2O2
Source: OMol25
Level of theory: wB97M-V/def2-TZVPD

```
19
C5H10N2O2, DFT wB97M-V/def2-TZVPD
C 0.79 0.84 2.49
C 0.35 0.99 1.25
C -1.10 -0.13 -1.98
C 1.25 -0.18 -1.18
C -0.62 0.09 0.31
N -0.09 0.22 -0.97
N -0.66 -1.22 0.99
O -1.58 -1.45 1.72
O 0.24 -2.01 0.81
H 1.29 1.64 2.93
H 0.63 -0.08 3.00
H 0.34 1.86 0.67
H -0.67 -0.26 -2.96
H -1.90 -0.87 -1.80
H -1.44 0.93 -2.25
H 1.80 0.09 -0.27
H 1.40 -1.33 -1.17
H 1.55 0.38 -2.11
H -1.57 0.51 0.52
```

For the LUMO energy, the calculation gives 0.49 eV. The HOMO-LUMO gap is 9.66 eV. As for the SMILES: C=C[C@@H](N(C)C)[N+](=O)[O-].

Charge distribution, Löwdin scheme, values in e: 0.0498 -0.0834 -0.0655 -0.0939 -0.2669 -0.2501 -0.3757 0.0892 0.0708 0.0456 0.0611 0.0936 0.0717 0.1008 0.1076 0.0750 0.1098 0.1090 0.1516

=====

Formula: C4H8N2O
Source: OMol25
Level of theory: wB97M-V/def2-TZVPD

```
15
C4H8N2O, DFT wB97M-V/def2-TZVPD
C -2.20 0.71 0.89
C -0.65 -0.14 0.95
C 1.85 0.17 -1.41
C 1.17 -0.67 -0.37
N -2.73 0.72 -0.25
N -0.45 -0.58 2.10
O -0.07 -0.08 -0.20
H -2.52 1.14 1.83
H 2.88 -0.08 -1.64
H 1.20 0.08 -2.27
H 1.88 1.24 -1.09
H 1.68 -0.77 0.56
H 1.10 -1.75 -0.77
H -3.51 1.23 -0.61
H 0.38 -1.24 2.29
```

For the LUMO energy, the calculation gives 1.01 eV. The HOMO-LUMO gap is 9.97 eV. As for the SMILES: [H]/N=C(/C=N/[H])OCC.

Charge distribution, Löwdin scheme, values in e: -0.0984 -0.4484 -0.0659 -0.2684 0.0833 0.1200 -0.0256 0.0812 0.0737 0.0796 0.0956 0.0959 0.1503 0.0393 0.0878

=====

Formula: C19H20N4O9SSnTe4
Source: OMol25
Level of theory: wB97M-V/def2-TZVPD

```
58
C19H20N4O9SSnTe4, DFT wB97M-V/def2-TZVPD
Sn 0.28 -0.66 -0.31
Te 1.94 0.93 -1.71
Te 3.60 2.58 -3.17
Te 0.09 1.62 -5.13
Te -0.57 0.85 -2.68
C -1.85 -7.00 1.47
C -0.83 -5.92 1.30
C -0.11 -5.44 2.40
C 0.83 -4.44 2.25
C 1.04 -3.90 0.99
C 0.37 -4.38 -0.10
C -0.56 -5.40 0.05
S 2.20 -2.60 0.70
O 3.47 -3.07 1.17
O 2.08 -2.34 -0.72
N 1.77 -1.23 1.30
C 1.43 -0.98 2.57
C 2.02 -1.63 3.66
C 1.58 -1.30 4.92
C 0.58 -0.34 5.06
C 0.10 0.27 3.92
N 0.51 -0.04 2.70
H -2.16 -7.08 2.52
H -1.43 -7.97 1.18
H -2.73 -6.81 0.85
H -0.31 -5.85 3.38
H 1.37 -4.04 3.09
H 0.58 -3.95 -1.06
H -1.10 -5.75 -0.82
H 2.82 -2.33 3.45
H 2.00 -1.78 5.79
H 0.20 -0.07 6.03
H -0.67 1.03 3.96
O -2.59 1.16 1.32
C -2.01 1.11 0.25
O -0.84 1.51 -0.04
C -2.53 0.53 -1.02
O -3.11 1.25 -1.84
O -2.03 -0.60 -1.32
O -0.54 -1.98 -3.11
N 0.16 -0.97 -3.28
O -1.15 -2.52 3.62
C -1.49 -2.13 2.39
O -0.75 -2.23 1.45
C -2.90 -1.59 2.27
N -3.62 -1.93 3.51
C -4.40 -3.15 3.24
C -4.03 -3.61 1.83
C -3.63 -2.31 1.13
H -2.84 -0.51 2.11
H -4.22 -1.16 3.79
H -1.95 -2.35 4.17
H -5.48 -2.95 3.31
H -4.16 -3.91 4.00
H -4.84 -4.13 1.33
H -3.16 -4.28 1.88
H -4.50 -1.74 0.82
H -2.98 -2.47 0.27
```

For the LUMO energy, the calculation gives 3.66 eV. The HOMO-LUMO gap is 4.73 eV. As for the net charge: -2.

Charge distribution, Löwdin scheme, values in e: 1.0596 0.1736 -0.2950 -0.0844 0.7944 -0.0652 -0.2929 -0.0406 -0.0540 -0.2857 -0.0459 -0.0229 0.5287 -0.2811 -0.4396 -0.2369 -0.4339 -0.0316 -0.0853 -0.0985 -0.1445 0.1356 0.0691 0.0760 0.0736 0.1094 0.1037 0.1099 0.1160 0.1010 0.0998 0.0868 0.1147 0.0188 -0.6818 -0.2566 -0.8303 -0.0473 -0.2895 -0.1847 -0.4894 0.1160 -0.4623 -0.0190 -0.2213 -0.0298 -0.1919 -0.1553 -0.1024 0.1254 0.1219 0.1083 0.1076 0.1020 0.1069 0.0966 0.1295 0.1148

=====

Formula: C6H10
Source: OMol25
Level of theory: wB97M-V/def2-TZVPD

```
16
C6H10, DFT wB97M-V/def2-TZVPD
C 1.95 0.56 1.10
C 1.21 1.09 -0.13
C 0.79 -0.05 -1.07
C -0.30 -0.85 -0.46
C -1.43 -1.10 -0.13
C -2.88 -1.07 0.07
H 1.30 -0.07 1.71
H 2.32 1.38 1.73
H 2.81 -0.05 0.80
H 1.83 1.80 -0.69
H 0.30 1.62 0.17
H 0.25 0.38 -1.92
H 1.67 -0.57 -1.47
H -3.33 -0.73 -0.88
H -3.33 -2.03 0.35
H -3.15 -0.32 0.82
```

For the LUMO energy, the calculation gives 1.06 eV. The HOMO-LUMO gap is 10.33 eV. As for the SMILES: CC#CCCC.

Charge distribution, Löwdin scheme, values in e: -0.1176 -0.2755 -0.2270 -0.0557 -0.0887 -0.1114 0.0714 0.0670 0.0739 0.1053 0.1088 0.1106 0.1140 0.0795 0.0693 0.0762

=====

Number 1: total energy -665.19459 hartree. Number 2: total energy -959.24244 hartree. Number 3: total energy -414.50236 hartree. Number 4: total energy -708.00160 hartree. Number 5: total energy -2350.13401 hartree. Number 6: total energy -1491.47468 hartree. Number 7: total energy -735.85895 hartree. Number 8: total energy -809.36607 hartree. Number 9: total energy -456.32274 hartree. Number 10: total energy -341.87786 hartree. Number 11: total energy -3316.72938 hartree. Number 12: total energy -234.54306 hartree.